Here is a molecular structure, C34H40FGe2N2O4SrTe from the OMol25 dataset. Energies are from ωB97M-V with the def2-TZVPD basis set.

Calculated values
- E (hartree) = -6282.3568
- highest occupied orbital energy (eV) = -11.07
- ΔE to the lowest compared entry with this formula, charge and spin (eV) = 0.4593
- orbital gap (eV) = 8.2

```
! RIJCOSX wB97M-V def2-TZVPD def2/J DEFGRID3
* xyz 1 1
Sr -0.06037 -0.22310 -1.52498
C 0.91651 4.34149 -3.28013
C 0.85133 2.92029 -2.70138
Ge 0.02676 2.91306 -0.89847
C -1.90908 2.58269 -1.18990
C -2.72044 3.88509 -1.12056
C 0.54863 4.30952 0.33004
C 1.25350 3.71147 1.31545
Ge 1.26743 1.77176 0.89570
C 2.93114 0.89578 0.28606
C 4.10209 0.88320 1.27251
C 0.21799 0.57519 2.05832
C 0.70955 0.54128 3.51144
C 1.87743 4.35673 2.48164
C 2.69012 3.60898 3.33459
C 3.30100 4.19043 4.43401
C 3.09943 5.53554 4.70117
C 2.28461 6.29142 3.86818
C 1.67756 5.70982 2.76897
H 1.34685 4.34333 -4.28157
H 1.53064 4.98317 -2.64795
H -0.07640 4.78939 -3.34417
H 1.85959 2.50000 -2.65151
H 0.26666 2.28801 -3.38417
H -2.29322 1.88613 -0.43859
H -2.06373 2.12246 -2.17474
H -2.61147 4.35477 -0.14270
H -3.78086 3.69773 -1.28977
H -2.38300 4.60152 -1.87096
H 0.36970 5.37935 0.29186
H 3.23261 1.38471 -0.64416
H 2.66556 -0.14104 0.03675
H 4.40571 1.89733 1.53209
H 4.96734 0.37811 0.84271
H 3.84205 0.36244 2.19531
H 0.25372 -0.43842 1.64317
H -0.82430 0.90437 2.02645
H 1.74819 0.21154 3.57309
H 0.11432 -0.14811 4.11071
H 0.64497 1.52737 3.97145
H 2.84104 2.55574 3.12810
H 3.93057 3.59521 5.08205
H 3.57088 5.99618 5.55897
H 2.11951 7.33984 4.07874
H 1.03895 6.30945 2.13377
Te -2.82003 -1.27495 -0.11683
C -4.81586 -0.91058 -0.69069
C -5.78195 -0.85858 0.30761
C -7.10801 -0.62926 -0.03367
C -7.46365 -0.45614 -1.36365
C -6.49573 -0.50796 -2.35753
C -5.16828 -0.73171 -2.02360
C -2.61654 -3.29609 -0.66659
C -2.43770 -3.66095 -1.99831
C -2.25962 -4.99743 -2.32703
C -2.24664 -5.96267 -1.32859
C -2.41698 -5.59620 -0.00167
C -2.60473 -4.26128 0.33416
H -5.50543 -0.99915 1.34438
H -7.86171 -0.59034 0.74121
H -8.49823 -0.28094 -1.62656
H -6.77449 -0.37334 -3.39426
H -4.41531 -0.77133 -2.80064
H -2.44701 -2.91396 -2.78252
H -2.12947 -5.28309 -3.36282
H -2.10450 -7.00406 -1.58560
H -2.40462 -6.34667 0.77723
H -2.73061 -3.97617 1.37013
F 5.66998 -3.81769 -2.53872
C 4.76610 -4.11650 -1.60549
C 3.46252 -4.09642 -1.87880
N 2.51039 -4.40287 -0.92257
C 1.09738 -4.27908 -1.24505
C 0.74844 -2.80571 -1.36108
O 0.52050 -2.14911 -0.30477
O 0.73899 -2.25593 -2.50208
C 2.86061 -4.75062 0.37537
O 2.05033 -5.01730 1.23275
N 4.22106 -4.76553 0.60428
C 5.26415 -4.46819 -0.27776
O 6.41767 -4.50646 0.06315
H 3.08737 -3.82895 -2.85729
H 0.53758 -4.72700 -0.42795
H 0.87992 -4.77997 -2.18681
H 4.49304 -5.03104 1.54108
*
```

Löwdin atomic charge list, values in e, 4 entries: Sr 1.33; C -0.16; C -0.39; Ge 0.78